Here is a cluster of 13 separate species, C39H78O36S3 in total in a non-equilibrium geometry from OMol25. Energies are from ωB97M-V/def2-TZVPD.

Last column: Löwdin charge in e.
Atoms and positions in Å:
C 13.841 22.970 15.712  -0.1860
C 13.855 21.744 16.700  -0.1993
O 12.951 22.058 17.706  -0.2187
S 12.316 23.667 17.517  0.7759
O 12.459 24.460 18.718  -0.2266
O 11.020 23.618 16.831  -0.2518
O 13.530 24.080 16.479  -0.1765
H 13.189 22.789 14.857  0.1324
H 14.900 23.022 15.460  0.1342
H 14.824 21.435 17.092  0.1129
H 13.404 20.844 16.281  0.1142
C 17.458 20.059 18.610  -0.1873
C 18.741 20.311 17.796  -0.1718
O 18.855 21.688 17.526  -0.1804
S 17.917 22.549 18.527  0.7427
O 17.259 23.621 17.747  -0.2542
O 18.658 22.864 19.750  -0.2449
O 16.834 21.303 18.806  -0.2133
H 17.658 19.466 19.502  0.1119
H 16.891 19.390 17.963  0.1041
H 18.779 19.922 16.779  0.1078
H 19.489 19.883 18.464  0.1238
C 19.550 16.923 15.637  -0.1991
C 19.013 16.238 14.372  -0.1215
O 18.034 17.235 13.979  -0.1950
S 17.188 17.742 15.262  0.7090
O 16.025 16.832 15.388  -0.2559
O 16.986 19.177 15.139  -0.2273
O 18.418 17.383 16.301  -0.2327
H 20.095 17.812 15.319  0.1351
H 20.206 16.316 16.260  0.1332
H 18.546 15.272 14.566  0.1312
H 19.867 16.122 13.704  0.1390
C 12.099 15.780 15.543  -0.1622
C 11.711 15.308 14.164  -0.1626
C 11.101 13.915 14.430  -0.2233
O 11.625 13.419 15.624  -0.1433
C 11.964 14.547 16.470  -0.1582
H 11.598 16.688 15.877  0.0972
H 13.177 15.900 15.434  0.0958
H 12.618 15.098 13.596  0.1050
H 11.076 16.041 13.666  0.1059
H 11.198 13.282 13.548  0.1188
H 10.029 13.972 14.614  0.1145
H 12.914 14.365 16.973  0.0984
H 11.204 14.662 17.243  0.1231
C 8.928 20.965 15.852  -0.1534
C 8.393 19.716 15.213  -0.1791
C 9.612 18.874 14.991  -0.2049
O 10.505 19.238 16.048  -0.1564
C 10.280 20.564 16.492  -0.2031
H 8.218 21.604 16.376  0.1199
H 9.397 21.616 15.115  0.1063
H 7.859 19.937 14.289  0.1171
H 7.697 19.193 15.868  0.1157
H 10.134 19.257 14.114  0.1160
H 9.475 17.808 14.806  0.1161
H 11.025 21.287 16.161  0.0754
H 10.219 20.593 17.580  0.1234
C 14.762 20.107 20.992  -0.1771
C 15.563 21.227 21.535  -0.1952
C 14.988 21.468 22.883  -0.1735
O 13.684 20.818 22.879  -0.1337
C 13.671 19.723 21.983  -0.1753
H 15.405 19.261 20.748  0.0916
H 14.379 20.384 20.010  0.0933
H 15.440 22.041 20.820  0.1113
H 16.643 21.076 21.540  0.1082
H 14.838 22.542 22.987  0.1197
H 15.738 21.273 23.649  0.1153
H 12.662 19.527 21.618  0.1255
H 13.935 18.887 22.631  0.1035
C 13.906 18.032 17.826  -0.0408
O 13.898 16.743 18.360  0.0291
C 14.902 16.374 19.133  -0.6265
O 15.982 16.939 19.247  0.0861
O 14.598 15.268 19.706  0.0487
C 15.512 14.608 20.578  -0.0144
H 13.923 18.844 18.553  0.0852
H 13.070 18.178 17.143  0.0877
H 14.805 18.155 17.224  0.0678
H 15.971 15.316 21.267  0.0879
H 16.262 14.087 19.983  0.0848
H 15.045 13.823 21.174  0.0735
C 12.988 11.843 18.132  -0.0380
O 12.992 10.746 19.033  -0.0079
C 13.745 10.683 20.150  -0.5508
O 14.445 11.599 20.544  0.0994
O 13.635 9.458 20.678  0.0094
C 14.566 9.142 21.725  -0.0281
H 12.530 12.640 18.717  0.0950
H 12.328 11.665 17.282  0.0915
H 13.996 12.176 17.887  0.1007
H 15.581 9.352 21.386  0.0838
H 14.618 8.153 22.180  0.0985
H 14.328 9.896 22.475  0.0950
C 13.929 18.248 13.446  -0.0598
O 14.138 19.359 12.659  0.0177
C 15.024 19.385 11.673  -0.5477
O 15.942 18.608 11.486  0.1157
O 14.795 20.406 10.791  -0.0139
C 15.417 20.487 9.498  -0.0521
H 14.034 17.277 12.963  0.1098
H 12.923 18.304 13.864  0.0908
H 14.553 18.348 14.334  0.0626
H 15.625 19.495 9.095  0.0846
H 16.463 20.788 9.442  0.0885
H 14.838 21.052 8.768  0.0938
C 12.001 17.400 24.918  -0.0165
O 12.267 16.159 24.183  -0.0311
C 13.378 15.362 24.298  -0.5055
O 13.589 14.410 23.572  0.1178
O 14.253 15.831 25.292  -0.0529
C 15.576 15.253 25.299  -0.0449
H 11.718 17.107 25.929  0.0887
H 11.108 17.866 24.502  0.0935
H 12.885 18.038 24.927  0.0867
H 16.335 15.779 25.879  0.0882
H 16.020 15.353 24.309  0.0820
H 15.537 14.249 25.723  0.0956
C 17.966 17.707 22.379  -0.0407
O 19.154 16.950 22.302  0.0083
C 20.045 17.160 21.311  -0.5257
O 19.918 17.896 20.345  0.1035
O 21.123 16.360 21.553  -0.0114
C 22.261 16.238 20.699  -0.0485
H 17.967 18.661 21.852  0.0858
H 17.801 17.828 23.449  0.0969
H 17.066 17.177 22.066  0.0734
H 22.531 15.183 20.664  0.0758
H 23.091 16.807 21.119  0.0922
H 22.161 16.642 19.692  0.0898
C 18.207 15.259 18.185  -0.0414
O 18.639 14.222 18.983  0.0314
C 19.881 13.947 19.078  -0.6720
O 20.838 14.554 18.617  0.1130
O 19.903 12.940 19.851  0.0369
C 21.064 12.348 20.318  -0.0252
H 17.150 15.114 17.962  0.0993
H 18.745 15.044 17.262  0.0884
H 18.359 16.240 18.636  0.1005
H 20.933 11.561 21.061  0.0979
H 21.612 13.170 20.778  0.0877
H 21.645 11.879 19.525  0.1042
C 19.899 11.250 25.674  -0.0300
O 19.521 10.978 24.284  -0.0291
C 18.461 11.688 23.765  -0.4426
O 17.838 12.576 24.408  0.0713
O 18.286 11.216 22.439  -0.0250
C 17.140 11.813 21.861  -0.0864
H 19.087 11.614 26.304  0.0869
H 20.679 12.011 25.687  0.0900
H 20.336 10.380 26.163  0.0878
H 17.140 12.903 21.826  0.0822
H 16.270 11.550 22.463  0.0863
H 17.046 11.420 20.848  0.0984

- LUMO level: 0.226 eV
- HOMO-LUMO gap: 9.7 eV
- Electronic energy: -147913.7839 eV
- HOMO: -9.5 eV

Here is a cluster of 13 separate species, C39H78O39 in total in a non-equilibrium geometry from OMol25. Energies are from ωB97M-V/def2-TZVPD.

Last column: Löwdin charge in e.
Atoms and positions in Å:
C -2.584 0.353 6.055  -0.0551
O -1.566 -0.634 5.877  -0.0061
C -0.461 -0.168 5.248  -0.6123
O -0.370 0.994 4.910  0.1002
O 0.459 -1.094 5.288  0.0327
C 1.769 -0.593 4.843  0.0230
H -3.492 -0.174 6.372  0.0983
H -2.740 1.009 5.206  0.0877
H -2.336 1.008 6.851  0.0804
H 2.243 -0.142 5.698  0.0944
H 1.583 0.150 4.081  0.0829
H 2.360 -1.405 4.509  0.0795
C 0.532 -5.729 -5.981  -0.0476
O 1.363 -5.152 -5.005  -0.0127
C 1.398 -3.805 -4.935  -0.6198
O 0.589 -3.107 -5.465  0.1212
O 2.488 -3.371 -4.315  0.0259
C 2.336 -1.991 -4.006  -0.0428
H 0.430 -6.739 -5.772  0.0712
H 1.019 -5.624 -6.938  0.0960
H -0.450 -5.210 -6.048  0.1102
H 1.728 -1.766 -3.152  0.0617
H 1.956 -1.460 -4.901  0.1028
H 3.361 -1.684 -3.801  0.0984
C -1.609 7.072 0.737  -0.0183
O -0.314 6.410 0.840  -0.0083
C -0.314 5.316 1.649  -0.5618
O 0.673 4.608 1.651  0.0885
O -1.497 5.075 2.298  -0.0487
C -1.476 3.866 3.126  -0.0053
H -1.522 7.934 0.072  0.1032
H -1.995 7.251 1.710  0.0741
H -2.288 6.265 0.410  0.0960
H -0.413 3.631 3.263  0.0870
H -2.006 3.020 2.658  0.0898
H -1.974 4.029 4.071  0.0884
C -0.958 -4.894 -2.473  0.0325
O -1.987 -4.711 -3.496  0.0056
C -3.189 -5.083 -3.231  -0.6841
O -3.543 -5.590 -2.218  0.1219
O -3.889 -4.903 -4.344  0.0023
C -5.342 -4.963 -4.284  0.0046
H -0.292 -5.559 -2.960  0.0706
H -1.366 -5.217 -1.494  0.1017
H -0.445 -3.861 -2.423  0.1135
H -5.786 -3.946 -4.463  0.0966
H -5.556 -5.349 -3.317  0.0719
H -5.659 -5.629 -5.044  0.0750
C -2.171 -3.934 4.019  -0.0634
O -3.305 -4.725 3.732  -0.0294
C -3.433 -5.042 2.423  -0.6108
O -2.742 -4.581 1.579  0.1303
O -4.509 -5.829 2.315  0.0044
C -4.834 -6.234 0.933  -0.0124
H -1.224 -4.534 3.972  0.1189
H -2.277 -3.519 4.988  0.0741
H -2.125 -3.149 3.225  0.1010
H -3.980 -6.466 0.231  0.0983
H -5.436 -5.468 0.411  0.0938
H -5.522 -7.071 1.156  0.0954
C 5.545 1.443 7.394  -0.0478
O 4.943 1.455 6.118  -0.0281
C 4.873 2.685 5.579  -0.6170
O 5.555 3.625 5.823  0.1459
O 3.866 2.696 4.676  -0.0162
C 3.619 4.002 4.150  -0.0249
H 4.844 1.900 8.105  0.1085
H 6.522 1.953 7.464  0.1045
H 5.689 0.396 7.540  0.0858
H 2.744 3.865 3.563  0.0736
H 4.464 4.393 3.587  0.0976
H 3.343 4.659 4.985  0.1065
C 5.299 -0.480 3.359  -0.0529
O 6.054 -0.824 2.216  0.0146
C 5.355 -1.434 1.266  -0.6190
O 4.154 -1.680 1.303  0.0832
O 6.175 -1.882 0.362  0.0191
C 5.575 -2.591 -0.717  -0.0240
H 4.996 -1.361 3.983  0.1128
H 4.365 0.077 3.130  0.0971
H 5.971 0.126 3.927  0.0761
H 5.957 -3.639 -0.728  0.1054
H 5.953 -2.092 -1.646  0.1070
H 4.491 -2.544 -0.588  0.0865
C 4.229 4.479 -0.118  -0.0436
O 5.287 3.853 0.569  -0.0410
C 5.469 2.546 0.227  -0.6178
O 4.697 1.920 -0.392  0.1666
O 6.601 2.094 0.740  0.0003
C 7.483 2.825 1.616  -0.0151
H 3.247 4.111 0.105  0.0846
H 4.424 4.408 -1.222  0.1165
H 4.379 5.501 0.125  0.0841
H 7.158 2.820 2.670  0.0983
H 7.646 3.886 1.273  0.1114
H 8.382 2.293 1.425  0.0803
C -4.993 1.051 -5.475  -0.0665
O -4.054 0.231 -4.862  -0.0208
C -4.377 -1.006 -4.477  -0.5266
O -5.564 -1.426 -4.446  0.0552
O -3.394 -1.732 -3.937  0.0194
C -2.098 -1.405 -4.405  -0.0142
H -4.660 1.417 -6.454  0.1042
H -5.260 1.874 -4.807  0.0937
H -5.975 0.534 -5.582  0.1034
H -1.472 -1.809 -3.652  0.0794
H -1.911 -0.364 -4.525  0.0843
H -1.957 -1.860 -5.364  0.1000
C -4.844 -1.799 3.995  0.0007
O -5.438 -2.160 2.683  -0.0070
C -4.935 -1.512 1.603  -0.6285
O -3.932 -0.855 1.539  0.1077
O -5.746 -1.770 0.601  -0.0021
C -5.360 -1.336 -0.754  0.0238
H -4.350 -2.752 4.366  0.0894
H -5.716 -1.682 4.651  0.0918
H -4.210 -0.910 4.033  0.0760
H -4.569 -1.967 -1.138  0.0923
H -5.085 -0.282 -0.683  0.0977
H -6.259 -1.526 -1.300  0.0859
C 0.489 5.587 -3.014  -0.0279
O 1.094 4.660 -3.932  -0.0299
C 1.495 3.438 -3.484  -0.5654
O 1.204 2.947 -2.425  0.1298
O 2.289 2.937 -4.446  -0.0033
C 2.934 1.697 -4.196  -0.0275
H -0.595 5.792 -3.227  0.0916
H 1.100 6.466 -3.036  0.0824
H 0.547 5.009 -2.062  0.0934
H 2.165 0.927 -4.131  0.0853
H 3.543 1.723 -3.292  0.0975
H 3.583 1.545 -5.042  0.0918
C 1.602 0.784 0.521  0.0119
O 0.660 -0.337 0.475  -0.0247
C 0.393 -0.788 -0.773  -0.6049
O 0.894 -0.356 -1.755  0.1303
O -0.396 -1.845 -0.787  0.0193
C -0.856 -2.343 0.404  -0.0704
H 2.444 0.539 -0.105  0.0753
H 1.960 0.935 1.531  0.0848
H 1.063 1.639 0.096  0.0802
H -1.347 -1.625 0.978  0.0689
H -0.049 -2.739 0.989  0.1044
H -1.532 -3.170 0.224  0.0764
C -2.341 3.359 -4.752  -0.0333
O -1.988 2.552 -3.660  0.0003
C -2.063 3.087 -2.450  -0.6342
O -2.225 4.267 -2.198  0.0889
O -1.873 2.150 -1.570  0.0201
C -1.855 2.517 -0.173  -0.0090
H -3.412 3.340 -4.862  0.0767
H -1.804 2.816 -5.567  0.1248
H -2.037 4.370 -4.641  0.0752
H -0.838 2.780 0.199  0.0860
H -2.222 1.619 0.414  0.1131
H -2.526 3.397 -0.068  0.0969

- LUMO level: 0.496 eV
- Relative energy (zero: lowest compared OMol25 entry of this formula, charge and spin): 70.8 kcal/mol
- HOMO-LUMO gap: 10.8 eV
- Electronic energy: -121557.8006 eV
- HOMO: -10.3 eV

Here is a structure of composition C39H80B3Br26ClNO5P in a non-equilibrium geometry from OMol25. Energies are from ωB97M-V/def2-TZVPD.

Last column: Löwdin charge in e.
Atoms and positions in Å:
C -2.644 -5.416 -2.614  0.0168
C -3.404 -4.117 -2.831  -0.4915
O -4.615 -4.144 -2.921  0.1047
O -2.773 -2.905 -2.972  -0.0263
C -1.874 -2.585 -1.904  -0.2156
C -2.544 -1.907 -0.710  -0.1463
C -3.267 -0.579 -1.097  -0.2185
C -2.453 0.657 -0.633  -0.1850
C -1.783 1.389 -1.837  -0.1888
C -0.266 1.638 -1.666  -0.2039
C 0.603 0.779 -2.614  -0.1897
C 0.165 0.932 -4.084  -0.0334
B 1.164 0.353 -5.128  -0.5836
O 2.439 -0.089 -4.855  0.3099
B 2.576 -1.391 -5.325  -0.5936
C 3.631 -2.319 -4.620  -0.0923
C 3.810 -2.029 -3.115  -0.2423
C 3.010 -2.987 -2.212  -0.5309
Cl 1.410 -3.440 -2.902  0.6278
O 1.854 -1.928 -6.396  -0.0043
B 0.640 -1.184 -6.613  -0.8657
P -1.118 -1.921 -6.973  0.7650
N -2.145 -0.752 -7.283  -0.3268
O 0.732 0.202 -6.476  -0.2054
H -1.628 -5.278 -2.232  0.0623
H -3.191 -5.994 -1.870  0.0910
H -2.532 -5.989 -3.536  0.0918
H -1.155 -1.865 -2.313  0.0981
H -1.281 -3.433 -1.549  0.0854
H -3.214 -2.561 -0.140  0.1107
H -1.731 -1.639 -0.024  0.1014
H -3.482 -0.574 -2.170  0.1092
H -4.245 -0.580 -0.603  -0.0514
H -1.722 0.421 0.146  0.0931
H -3.173 1.349 -0.176  0.0634
H -2.053 0.855 -2.749  0.0875
H -2.272 2.368 -1.911  0.0854
H -0.073 2.686 -1.923  0.0797
H 0.028 1.427 -0.633  0.0828
H 0.606 -0.264 -2.271  0.1027
H 1.635 1.138 -2.498  0.1134
H -0.758 0.344 -4.209  0.1153
H -0.136 1.962 -4.316  0.1390
H 4.600 -2.124 -5.111  0.1216
H 3.433 -3.379 -4.803  0.1016
H 3.615 -0.993 -2.835  0.1056
H 4.866 -2.219 -2.883  0.1107
H 3.586 -3.877 -1.963  0.0707
H 2.801 -2.474 -1.272  0.0592
H -1.541 -2.564 -5.781  0.0032
H -1.092 -2.819 -8.075  -0.0068
H -2.880 -0.765 -6.585  -0.0529
Br 2.100 4.730 0.045  0.5957
C 0.672 5.679 -0.876  -0.6739
C -0.462 6.025 0.054  -0.6650
Br -1.568 4.472 0.444  0.6285
H 0.362 5.051 -1.706  0.0414
H 1.137 6.584 -1.262  0.0564
H -1.133 6.740 -0.417  0.0579
H -0.128 6.421 1.008  0.0534
Br -5.826 -0.510 1.045  0.7530
C -6.892 1.076 1.395  -0.6875
C -7.385 1.709 0.121  -0.6759
Br -5.983 2.687 -0.807  0.6289
H -6.272 1.737 1.993  -0.0243
H -7.735 0.733 1.992  0.0592
H -8.150 2.450 0.346  0.0569
H -7.778 0.990 -0.591  0.0515
Br -4.040 3.082 3.326  0.5816
C -5.014 4.313 4.506  -0.7356
C -6.453 4.501 4.071  -0.7300
Br -6.542 5.666 2.510  0.6135
H -4.463 5.251 4.497  0.0574
H -4.948 3.877 5.487  -0.0104
H -7.029 5.008 4.844  0.0609
H -6.949 3.581 3.809  -0.0133
Br -5.280 -1.458 6.579  0.6544
C -6.362 0.077 7.086  -0.6894
C -6.974 0.722 5.874  -0.6467
Br -5.629 1.769 4.890  0.7168
H -5.716 0.748 7.645  0.0555
H -7.129 -0.316 7.749  0.0211
H -7.746 1.433 6.165  0.0028
H -7.395 0.006 5.173  0.0505
Br 5.668 5.102 -2.420  0.6005
C 5.667 6.448 -1.016  -0.7036
C 6.492 6.014 0.166  -0.6903
Br 5.548 4.694 1.237  0.5807
H 4.628 6.638 -0.761  0.0257
H 6.096 7.337 -1.473  0.0565
H 6.668 6.853 0.837  0.0567
H 7.443 5.574 -0.115  0.0496
Br -1.252 0.514 5.795  0.6302
C -0.540 -1.248 6.231  -0.6839
C -1.568 -2.136 6.882  -0.6975
Br -1.846 -1.647 8.747  0.5882
H 0.332 -1.085 6.857  0.0489
H -0.226 -1.665 5.275  0.0258
H -1.217 -3.166 6.906  0.0592
H -2.537 -2.096 6.397  -0.0166
Br 1.160 -1.210 2.441  0.6086
C 2.347 0.326 2.641  -0.7135
C 1.727 1.398 3.491  -0.6958
Br 0.377 2.410 2.526  0.5849
H 2.597 0.663 1.639  0.0585
H 3.240 -0.063 3.134  -0.0946
H 2.479 2.131 3.778  0.0625
H 1.244 1.009 4.383  -0.0044
Br 2.480 -5.608 1.231  0.6053
C 3.914 -5.480 2.543  -0.6858
C 3.969 -4.113 3.168  -0.7249
Br 4.763 -2.815 1.961  0.5761
H 4.833 -5.750 2.033  0.0505
H 3.683 -6.233 3.293  0.0587
H 4.611 -4.119 4.043  -0.0395
H 2.990 -3.730 3.444  0.0233
Br 4.197 -1.130 4.935  0.7529
C 5.542 -1.161 6.349  -0.6406
C 6.782 -1.895 5.918  -0.6577
Br 6.521 -3.825 5.955  0.6604
H 5.072 -1.596 7.226  0.0534
H 5.767 -0.115 6.544  0.0628
H 7.598 -1.710 6.614  0.0601
H 7.102 -1.638 4.913  0.0563
Br 11.259 -2.473 5.191  0.5973
C 10.594 -4.300 5.080  -0.6988
C 10.592 -4.804 3.661  -0.6930
Br 9.112 -4.053 2.648  0.5953
H 9.607 -4.304 5.532  0.0097
H 11.274 -4.888 5.692  0.0583
H 10.436 -5.880 3.641  0.0577
H 11.500 -4.562 3.119  0.0498
Br -10.123 0.113 7.310  0.6833
C -11.171 1.682 7.784  -0.6804
C -11.760 2.333 6.562  -0.6900
Br -10.416 3.346 5.580  0.6141
H -10.517 2.342 8.344  0.0531
H -11.958 1.313 8.438  0.0583
H -12.516 3.062 6.845  0.0587
H -12.189 1.620 5.865  0.0516
Br 1.911 -1.517 -8.761  0.9755
C 2.601 -2.409 -10.363  -0.5812
C 4.094 -2.556 -10.279  -0.6831
Br 5.003 -0.874 -10.642  0.6093
H 2.272 -1.833 -11.223  0.0512
H 2.119 -3.385 -10.382  0.0646
H 4.450 -3.244 -11.043  0.0578
H 4.433 -2.893 -9.304  0.0520
Br 2.020 1.807 -11.769  0.5902
C 1.938 3.151 -10.358  -0.6856
C 2.581 2.654 -9.087  -0.6005
Br 1.434 1.376 -8.117  0.9777
H 0.891 3.409 -10.230  0.0496
H 2.473 4.011 -10.758  0.0512
H 2.730 3.478 -8.392  0.0563
H 3.530 2.153 -9.262  0.0424

- LUMO level: 0.082 eV
- HOMO-LUMO gap: 7.8 eV
- Electronic energy: -1898416.6680 eV
- HOMO: -7.8 eV